Record 1
17
Properties=species:S:1:pos:R:3 method="wB97M-V/def2-TZVPD" smiles="C=CC1=C[C@H]2C[C@@H]12.[H][H]" orbital_gap_ev=9.0 e_lumo_ev=0.95 homo_ev=-8.1 relative_energy_kcal_mol=100.7 charge=0 max_force_ev_per_a=0.708
C -2.513 -0.336 -0.376
C -1.546 0.420 0.133
C -0.205 -0.095 0.332
C 0.559 -1.068 -0.188
C 1.719 -0.712 0.719
C 2.009 0.786 0.640
C 0.810 0.295 1.377
H -2.252 -1.313 -0.791
H -3.548 -0.061 -0.227
H -1.773 1.416 0.521
H 0.447 -1.754 -1.026
H 2.398 -1.396 1.211
H 1.834 1.311 -0.299
H 2.822 1.153 1.259
H 0.614 0.387 2.442
H -0.927 0.549 -2.588
H -0.448 0.418 -3.138



Record 2
53
Properties=species:S:1:pos:R:3 method="wB97M-V/def2-TZVPD" smiles=ClC(Cl)Cl.ClC(Cl)Cl.ClC(Cl)Cl.ClC(Cl)Cl.c1ccncc1.c1ccncc1.c1ccncc1 orbital_gap_ev=10.0 e_lumo_ev=0.33 homo_ev=-9.7 relative_energy_kcal_mol=7.1 charge=0 max_force_ev_per_a=1.270
Cl -1.089 2.687 0.114
C -0.765 4.427 0.036
Cl -2.287 5.328 -0.016
Cl 0.284 4.832 -1.334
H -0.227 4.677 0.941
Cl -5.876 -1.949 -0.381
C -4.351 -1.781 0.491
Cl -4.527 -1.932 2.256
Cl -3.430 -0.346 0.036
H -3.733 -2.603 0.154
Cl 2.652 -4.038 1.318
C 3.613 -3.203 2.548
Cl 5.284 -3.100 2.007
Cl 3.499 -4.027 4.122
H 3.214 -2.203 2.658
Cl -0.672 -0.998 2.238
C 0.064 -0.767 0.613
Cl -0.096 -2.205 -0.382
Cl 1.780 -0.345 0.821
H -0.484 0.029 0.133
C -3.276 1.549 3.555
C -2.141 1.225 4.266
C -1.187 2.229 4.417
N -1.313 3.485 4.000
C -2.433 3.772 3.320
C -3.416 2.831 3.041
H -4.004 0.790 3.294
H -2.002 0.231 4.666
H -0.254 1.971 4.907
H -2.595 4.775 2.950
H -4.326 3.157 2.555
C -3.021 -1.440 -5.697
C -2.036 -2.087 -4.949
C -2.279 -2.198 -3.594
N -3.392 -1.801 -2.965
C -4.312 -1.213 -3.722
C -4.208 -1.061 -5.108
H -2.849 -1.345 -6.764
H -1.132 -2.428 -5.430
H -1.556 -2.730 -2.984
H -5.252 -0.913 -3.270
H -4.973 -0.565 -5.687
C 5.417 -0.676 -0.322
C 5.995 0.398 0.326
C 6.980 1.117 -0.351
N 7.479 0.737 -1.528
C 6.932 -0.337 -2.110
C 5.909 -1.070 -1.554
H 4.522 -1.105 0.106
H 5.635 0.731 1.291
H 7.453 1.977 0.107
H 7.354 -0.596 -3.075
H 5.429 -1.893 -2.067



Record 3
117
Properties=species:S:1:pos:R:3 method="wB97M-V/def2-TZVPD" orbital_gap_ev=10.3 e_lumo_ev=-0.37 homo_ev=-10.7 charge=0 max_force_ev_per_a=7.901
O 0.058 3.372 -0.960
S -0.466 2.348 -0.078
O -1.058 1.150 -0.745
O 0.766 1.779 0.864
C 0.479 0.656 1.697
C 1.744 0.055 2.464
C -1.584 3.252 1.148
H -0.043 -0.158 1.194
H -0.209 0.933 2.496
H 2.426 -0.533 1.850
H 1.266 -0.513 3.262
H 2.337 0.818 2.969
H -2.270 3.857 0.555
H -1.028 3.987 1.730
H -2.192 2.522 1.682
O -4.344 -4.448 5.423
S -4.114 -3.355 4.493
O -3.403 -2.224 5.096
O -3.319 -3.942 3.081
C -3.056 -5.318 2.895
C -4.312 -6.098 2.586
C -5.663 -2.719 3.742
H -2.451 -5.739 3.699
H -2.361 -5.467 2.069
H -4.256 -7.086 2.128
H -4.913 -5.534 1.872
H -5.056 -6.227 3.372
H -5.172 -1.923 3.182
H -6.205 -2.363 4.618
H -5.996 -3.577 3.157
O -3.119 -8.877 -6.171
S -3.958 -7.734 -6.242
O -5.124 -7.488 -5.405
O -3.007 -6.409 -6.113
C -2.244 -6.305 -4.928
C -1.169 -5.225 -4.990
C -4.398 -7.383 -8.046
H -1.634 -7.183 -4.715
H -2.925 -6.176 -4.088
H -0.400 -5.568 -5.681
H -0.786 -5.073 -3.981
H -1.547 -4.232 -5.235
H -3.452 -7.198 -8.555
H -4.813 -6.375 -8.029
H -5.018 -8.239 -8.314
O -0.712 9.779 1.777
H -1.557 10.218 1.876
H -0.067 10.440 2.026
O -7.533 2.105 -0.194
H -8.247 2.437 -0.737
H -7.435 1.190 -0.458
O -8.965 4.364 3.106
H -8.644 5.189 2.740
H -8.631 3.693 2.511
O -5.985 -1.141 -3.697
H -5.048 -0.955 -3.650
H -6.229 -0.921 -4.596
C 2.858 5.275 5.683
C 4.305 5.491 5.337
O 4.371 6.723 4.721
C 3.293 7.466 5.030
O 3.104 8.683 4.864
O 2.428 6.668 5.668
H 2.788 4.781 6.652
H 2.255 4.651 5.023
H 4.679 4.740 4.641
H 4.975 5.353 6.185
C 3.814 -7.884 -0.199
C 5.125 -7.454 -0.532
O 5.570 -6.789 0.693
C 4.640 -7.017 1.652
O 4.777 -6.760 2.833
O 3.584 -7.623 1.181
H 3.756 -8.958 -0.377
H 3.050 -7.341 -0.755
H 5.054 -6.706 -1.321
H 5.915 -8.144 -0.827
C 7.908 3.365 -0.135
C 9.198 3.218 0.639
O 10.223 3.495 -0.281
C 9.749 3.662 -1.487
O 10.384 4.000 -2.457
O 8.447 3.286 -1.468
H 7.422 4.338 -0.068
H 7.251 2.497 -0.201
H 9.168 2.358 1.307
H 9.462 4.034 1.312
C 6.318 -4.270 9.514
C 4.812 -4.005 9.407
O 4.269 -5.302 9.261
C 5.045 -6.127 9.807
O 4.897 -7.354 10.028
O 6.237 -5.491 10.139
H 6.709 -3.649 10.319
H 6.878 -4.288 8.578
H 4.666 -3.338 8.557
H 4.430 -3.345 10.185
C -4.875 7.631 -5.734
C -4.783 7.562 -4.237
O -4.926 8.869 -3.862
C -5.780 9.412 -4.799
O -6.274 10.499 -4.722
O -5.862 8.532 -5.902
H -5.235 6.676 -6.115
H -4.034 7.964 -6.343
H -3.818 7.237 -3.849
H -5.387 6.780 -3.774
C 0.283 3.498 -7.430
C 0.913 4.853 -7.635
O 0.436 5.335 -8.868
C -0.064 4.310 -9.585
O -0.394 4.384 -10.808
O -0.069 3.264 -8.782
H -0.631 3.349 -6.855
H 0.983 2.771 -7.020
H 2.000 4.782 -7.669
H 0.745 5.614 -6.872



Record 4
83
Properties=species:S:1:pos:R:3 method="wB97M-V/def2-TZVPD" smiles="COP(=O)(OC)OC.c1ccncc1.c1ccncc1.c1ccncc1.c1ccncc1.c1ccncc1.c1ccncc1" orbital_gap_ev=8.9 e_lumo_ev=0.35 homo_ev=-8.6 relative_energy_kcal_mol=0.0 charge=0 max_force_ev_per_a=2.773
C 2.271 5.775 -2.654
O 1.703 5.566 -1.374
P 0.827 4.246 -1.191
O -0.366 4.082 -2.036
O 0.430 4.248 0.298
C -0.686 5.086 0.709
O 1.999 3.176 -1.301
C 1.628 1.797 -1.555
H 2.855 6.663 -2.524
H 1.518 5.887 -3.457
H 2.878 4.881 -2.891
H -1.605 4.555 0.622
H -0.733 6.004 0.067
H -0.399 5.444 1.705
H 2.505 1.243 -1.167
H 1.434 1.571 -2.591
H 0.776 1.572 -0.942
C 4.341 -1.013 4.453
C 4.238 0.156 3.805
C 3.018 0.835 3.672
N 1.861 0.321 4.092
C 1.932 -0.895 4.674
C 3.106 -1.544 4.912
H 5.278 -1.559 4.433
H 5.102 0.643 3.360
H 2.963 1.794 3.164
H 0.979 -1.284 5.007
H 3.072 -2.506 5.361
C -3.164 0.980 3.743
C -3.847 2.131 3.321
C -3.181 3.361 3.267
N -1.915 3.502 3.618
C -1.221 2.409 3.968
C -1.800 1.160 4.064
H -3.641 0.016 3.835
H -4.897 2.029 2.958
H -3.617 4.284 2.942
H -0.138 2.556 4.253
H -1.246 0.316 4.379
C 3.430 -2.448 -0.494
C 3.242 -3.049 -1.727
C 2.604 -4.303 -1.700
N 2.209 -4.931 -0.604
C 2.369 -4.276 0.531
C 2.960 -3.032 0.624
H 3.877 -1.492 -0.439
H 3.580 -2.587 -2.620
H 2.445 -4.841 -2.613
H 1.979 -4.736 1.396
H 3.157 -2.511 1.609
C -1.783 1.415 -3.318
C -3.015 1.298 -2.665
C -3.877 0.233 -2.867
N -3.645 -0.742 -3.743
C -2.456 -0.678 -4.363
C -1.539 0.347 -4.167
H -1.080 2.236 -3.187
H -3.217 2.014 -1.893
H -4.835 0.195 -2.369
H -2.231 -1.400 -5.147
H -0.599 0.277 -4.708
C -2.467 -4.402 -1.509
C -1.268 -5.077 -1.579
C -0.706 -5.428 -2.784
N -1.250 -5.130 -3.952
C -2.394 -4.402 -3.916
C -3.066 -4.047 -2.748
H -2.827 -4.008 -0.591
H -0.722 -5.221 -0.640
H 0.228 -5.977 -2.806
H -2.786 -3.992 -4.862
H -3.950 -3.426 -2.820
C 0.221 -0.857 1.250
C -0.120 -1.645 0.189
C -1.083 -1.171 -0.674
N -1.629 0.009 -0.492
C -1.351 0.781 0.559
C -0.424 0.344 1.458
H 0.984 -1.219 1.938
H 0.327 -2.623 0.042
H -1.403 -1.673 -1.543
H -1.965 1.645 0.676
H -0.178 1.045 2.270